Record 1
50
Properties=species:S:1:pos:R:3:forces:R:3:nbo_charge:R:1 method="wB97M-V/def2-TZVPD" homo_energy_ev=-7.72 fmax_ev_per_a=0.7 e_above_lowest_kj_mol=168.5 smiles=OCC(CO)(CO)NC[C@H](O)CN1c2ccccc2Sc2ccccc21 total_charge=0 orbital_gap_ev=8.310
O -3.323112 -2.652791 1.521375 -0.2603 -0.3356 0.0262 -0.732
C -2.550695 -1.487565 1.658663 0.2433 0.4809 -0.1817 -0.074
H -2.854974 -1.009879 2.592107 0.0591 0.0120 -0.0461 0.187
C -2.766481 -0.531491 0.467553 -0.1957 0.2108 0.4470 0.041
N -2.279022 -1.206127 -0.729653 -0.1866 0.1510 -0.2293 -0.654
H -2.685375 -0.772443 -1.553184 -0.0716 -0.1163 0.0079 0.381
C -0.842382 -1.310746 -0.934364 0.0113 0.1618 -0.2764 -0.255
C -0.325362 -0.343192 -2.009923 0.3803 -0.0135 0.5564 0.061
O -0.845241 -0.662717 -3.278987 -0.1397 -0.1640 -0.4098 -0.712
H -0.650045 -1.587318 -3.475156 -0.0139 0.0266 0.0047 0.461
C 1.218339 -0.335642 -2.045699 -0.4582 0.0533 -0.2577 -0.233
N 1.759409 0.125073 -0.789389 -0.1491 -0.1696 0.1373 -0.466
C 2.795470 -0.576317 -0.171511 0.4427 -0.2405 0.2046 0.131
C 3.741556 -1.285590 -0.909941 -0.0802 0.0550 -0.0264 -0.240
C 4.748303 -1.995376 -0.279525 0.0162 -0.0453 0.0137 -0.199
C 4.854163 -1.990523 1.099765 0.0336 -0.0716 0.0533 -0.224
C 3.945466 -1.263289 1.848588 0.0120 -0.0149 -0.1295 -0.232
C 2.924777 -0.573686 1.219183 -0.2262 0.2529 0.1445 -0.109
S 1.736060 0.292112 2.210730 -0.1010 -0.0368 -0.3683 0.283
C 1.379010 1.615490 1.082218 0.1971 -0.2820 0.2410 -0.218
C 1.026378 2.851162 1.595926 -0.0139 -0.0435 -0.1191 -0.214
C 0.658058 3.876306 0.741713 -0.1126 0.0733 0.0540 -0.241
C 0.671200 3.658593 -0.625380 -0.0206 0.0344 -0.0300 -0.203
C 1.047283 2.430305 -1.139813 0.0757 -0.0801 0.0256 -0.267
C 1.397447 1.377863 -0.294933 -0.0585 0.4827 0.1508 0.237
H 1.059673 2.289178 -2.207914 -0.0095 -0.0503 -0.1483 0.222
H 0.390404 4.450424 -1.303312 -0.0078 0.0794 -0.0654 0.219
H 0.364694 4.833757 1.143329 -0.0168 0.1039 0.0263 0.220
H 1.018314 2.989431 2.666099 0.0395 0.0561 0.1225 0.225
H 4.005114 -1.240782 2.925804 0.0553 0.0240 0.1213 0.222
H 5.638845 -2.543146 1.591954 0.0826 -0.0545 0.0405 0.218
H 5.459002 -2.546963 -0.876223 0.0668 -0.0385 -0.0499 0.216
H 3.695996 -1.277116 -1.987980 -0.0160 0.0161 -0.1025 0.216
H 1.556826 -1.363355 -2.201272 0.0165 0.0984 -0.0177 0.210
H 1.553412 0.266798 -2.899815 -0.0099 -0.1184 -0.0023 0.198
H -0.706503 0.659246 -1.795362 0.0839 -0.2043 0.0462 0.221
H -0.623849 -2.340098 -1.259810 0.2216 0.1028 0.0259 0.180
H -0.306723 -1.137269 -0.000464 0.0347 -0.0342 0.0142 0.212
C -4.284663 -0.306267 0.247533 0.3065 -0.2309 -0.4130 -0.065
O -5.000436 -0.107088 1.434038 -0.1282 0.0878 0.4944 -0.719
H -4.997824 -0.941325 1.919939 -0.0532 0.0070 -0.0833 0.475
H -4.415986 0.597355 -0.351649 0.0057 -0.0788 -0.0333 0.194
H -4.686898 -1.161350 -0.311698 0.0831 0.1004 0.0211 0.170
C -2.117736 0.827642 0.796443 0.0132 -0.4720 0.3030 -0.088
H -1.087897 0.685137 1.148589 -0.0518 -0.0302 0.0039 0.167
O -2.139036 1.648999 -0.351381 -0.1375 0.1602 -0.2542 -0.740
H -1.819664 2.524211 -0.109550 0.0693 -0.0120 -0.0113 0.483
H -2.698913 1.280902 1.608959 0.0413 -0.0671 0.0106 0.185
H -1.484575 -1.739380 1.740664 -0.0387 0.1124 0.0311 0.168
H -3.151806 -2.991163 0.632700 -0.0337 0.0619 -0.0723 0.480



Record 2
51
Properties=species:S:1:pos:R:3:forces:R:3:nbo_charge:R:1 method="wB97M-V/def2-TZVPD" homo_energy_ev=-8.30 fmax_ev_per_a=1.0 e_above_lowest_kj_mol=247.9 smiles="CCOc1ccccc1N(CC(=O)NCc1ccc(OC)cc1)S(C)(=O)=O" total_charge=0 orbital_gap_ev=8.816
C 1.209842 2.689215 -1.468489 -0.2882 -0.1847 0.2694 -0.637
C 0.675646 2.208908 -0.123240 0.4968 0.3014 -0.0841 -0.064
H 1.463912 1.678480 0.417669 -0.1093 0.1247 -0.0206 0.211
O -0.357987 1.249200 -0.268380 -0.4105 0.0286 -0.1737 -0.515
C -1.652684 1.642109 -0.354178 -0.1669 -0.1453 -0.1612 0.319
C -2.100029 2.934370 -0.597667 0.2834 0.0123 0.0227 -0.247
C -3.454838 3.189713 -0.736052 -0.0453 -0.0701 0.0213 -0.195
C -4.381062 2.168534 -0.640127 -0.1304 0.0260 -0.0406 -0.240
C -3.950927 0.880825 -0.365105 0.1739 0.0224 -0.0019 -0.197
C -2.601258 0.612752 -0.213049 0.0182 0.7182 -0.0199 0.078
N -2.131511 -0.667375 0.133200 0.2934 -0.0438 0.7019 -0.720
S -1.522865 -0.890949 1.656546 -0.6682 -0.0870 0.7630 2.340
O -0.527672 -1.917631 1.608095 -0.1900 -0.3710 -0.1792 -0.947
O -1.178246 0.380204 2.215097 -0.2872 0.0695 -0.0479 -0.934
C -2.945822 -1.525317 2.589977 0.7614 0.3042 -0.5215 -0.868
H -3.753208 -0.812839 2.484801 -0.1423 0.1422 -0.0247 0.239
H -2.639278 -1.602082 3.624774 0.1155 -0.0072 0.1628 0.252
H -3.214560 -2.499303 2.204804 -0.0658 -0.1758 -0.0886 0.237
C -2.352217 -1.830290 -0.685717 0.2357 -0.6918 -0.1649 -0.303
H -3.033728 -1.573222 -1.501640 0.0595 0.0007 0.1480 0.239
H -2.805264 -2.638896 -0.104582 0.0253 -0.0272 -0.1854 0.221
C -1.059670 -2.391206 -1.308142 -0.3920 0.1495 -0.0760 0.674
O -0.993206 -3.549706 -1.663636 -0.1045 -0.3387 -0.0396 -0.631
N -0.093982 -1.481539 -1.481952 0.2898 0.3267 0.0437 -0.628
H -0.193508 -0.571173 -1.049980 -0.0260 -0.0664 -0.0312 0.431
C 1.227187 -1.831485 -1.965286 -0.0817 -0.2540 -0.2463 -0.239
C 2.287711 -1.090775 -1.201148 -0.0675 0.0483 0.0222 -0.088
C 3.284499 -0.378446 -1.858465 -0.0158 -0.0681 0.1270 -0.187
C 4.233949 0.326868 -1.148637 0.1264 0.0867 0.1994 -0.264
C 4.204906 0.341373 0.245945 -0.0143 0.0033 -0.1551 0.301
C 3.213319 -0.374098 0.908997 0.2223 0.1205 0.2202 -0.320
C 2.268634 -1.083073 0.186854 0.0636 -0.0170 -0.2248 -0.142
H 1.497395 -1.622843 0.714915 -0.0510 -0.0296 0.0429 0.239
H 3.158903 -0.388197 1.985835 0.0321 0.0249 0.1230 0.222
O 5.175048 1.083766 0.853605 -0.0779 -0.0702 -0.3406 -0.496
C 5.207524 1.119615 2.259562 0.0081 0.0064 0.2186 -0.252
H 5.358601 0.121955 2.683894 -0.0247 0.0356 -0.0102 0.178
H 6.055149 1.752563 2.518346 -0.0751 -0.0533 0.0363 0.200
H 4.291669 1.554635 2.673132 0.0271 -0.0325 -0.0091 0.175
H 5.009496 0.882253 -1.652084 0.0978 0.0732 -0.0627 0.224
H 3.320543 -0.376803 -2.938895 -0.0232 0.0169 -0.1133 0.212
H 1.335762 -2.915750 -1.849331 -0.0143 0.1387 -0.0930 0.237
H 1.299404 -1.596889 -3.034993 0.0974 -0.1166 0.1175 0.194
H -4.662709 0.074261 -0.265243 -0.0644 -0.1025 0.0496 0.216
H -5.433526 2.372091 -0.761879 -0.0896 0.0179 -0.0125 0.218
H -3.782988 4.199681 -0.930039 -0.0189 0.0861 -0.0185 0.217
H -1.400156 3.749153 -0.693242 0.1088 0.0360 -0.0215 0.215
H 0.329540 3.043931 0.493787 -0.0145 -0.1035 0.0106 0.180
H 0.434952 3.186338 -2.047382 -0.0419 0.0811 -0.0734 0.205
H 2.030072 3.382464 -1.305380 0.1149 0.0914 -0.0065 0.219
H 1.580318 1.840614 -2.037723 0.0497 -0.0368 -0.0515 0.222



Record 3
52
Properties=species:S:1:pos:R:3:forces:R:3:nbo_charge:R:1 method="wB97M-V/def2-TZVPD" homo_energy_ev=-9.20 fmax_ev_per_a=1.2 e_above_lowest_kj_mol=226.3 smiles="COc1ccc(S(=O)(=O)Nc2cccc(S(=O)(=O)N3CCCCCC3)c2)cc1" total_charge=0 orbital_gap_ev=9.680
C 0.342793 -4.185146 1.458021 -0.0434 -0.1320 0.1754 -0.259
H -0.501261 -4.837768 1.241905 0.0652 0.0310 0.0612 0.207
H 1.222296 -4.795063 1.682162 -0.0215 0.0367 -0.0032 0.183
H 0.101725 -3.553223 2.317407 0.0235 -0.0100 -0.0165 0.184
O 0.533387 -3.413877 0.290585 0.0797 0.1145 -0.2438 -0.508
C 1.519200 -2.489050 0.269639 0.1737 0.2234 -0.1362 0.403
C 2.406063 -2.250845 1.319015 -0.1805 -0.1427 0.0418 -0.316
C 3.373704 -1.270485 1.187649 0.0678 -0.0088 0.0054 -0.169
C 3.458542 -0.536133 0.023283 0.5915 0.4417 -0.0996 -0.379
C 2.587058 -0.759991 -1.027453 -0.0562 -0.0631 -0.1155 -0.160
C 1.625045 -1.739589 -0.908758 -0.0512 -0.1631 0.1750 -0.285
H 0.938035 -1.953239 -1.711730 -0.0889 -0.0062 -0.1240 0.231
H 2.688578 -0.169796 -1.923922 -0.0690 0.0271 -0.1604 0.245
S 4.616111 0.819082 -0.047915 -0.2424 -0.0310 0.4814 2.320
O 4.797661 1.244279 -1.399077 -0.3615 -0.0474 -0.0751 -0.927
O 5.758763 0.540946 0.764470 -0.2104 -0.0931 0.2546 -0.926
N 3.749248 2.014489 0.782929 1.0845 -0.4345 -0.1746 -0.836
C 2.487300 2.343754 0.288546 -0.9166 0.3211 -0.4587 0.130
C 1.334534 2.101224 1.031667 0.3113 -0.0408 0.0718 -0.257
C 0.104854 2.451794 0.517450 -0.4517 -0.1429 0.3988 -0.238
C -0.014765 3.041530 -0.725841 -0.0630 0.0678 -0.1161 -0.230
C 1.131954 3.262169 -1.475199 -0.1406 -0.0645 0.0365 -0.197
C 2.374737 2.911696 -0.979130 0.0039 0.0037 0.1442 -0.204
H 3.271531 3.065288 -1.556631 0.0424 0.1089 -0.0616 0.248
H 1.056625 3.716956 -2.451094 -0.0081 0.0476 -0.0794 0.223
H -0.987047 3.332576 -1.088193 -0.1122 0.0628 -0.1247 0.229
S -1.362754 2.028984 1.468067 -0.1443 -0.0747 0.0340 2.325
O -2.203013 3.181858 1.597469 0.0453 0.0706 -0.3206 -0.935
O -0.925484 1.357938 2.658445 0.2214 -0.0772 -0.1923 -0.945
N -2.169115 0.914296 0.537925 0.5060 0.7143 0.6912 -0.677
C -3.058892 1.408357 -0.487135 -0.5607 0.3585 -0.1053 -0.241
C -4.345420 0.580396 -0.531108 0.1105 -0.0254 -0.1849 -0.412
H -4.566173 0.279561 0.493138 -0.0590 0.0608 0.0305 0.214
C -4.277535 -0.648910 -1.442813 0.0743 0.0291 0.0093 -0.396
H -5.062121 -1.342023 -1.132388 -0.0452 -0.0187 -0.0756 0.205
H -4.500972 -0.349431 -2.469427 -0.0906 -0.0369 -0.0095 0.202
C -2.931809 -1.381494 -1.447293 -0.2042 -0.0982 0.1241 -0.407
H -2.242786 -0.882878 -2.132624 0.0563 -0.0338 -0.0778 0.192
H -3.099511 -2.385720 -1.842708 0.0649 0.0310 -0.0835 0.213
C -2.259614 -1.487322 -0.078063 0.1454 0.1808 -0.2130 -0.414
H -3.006683 -1.627797 0.702085 -0.0282 -0.0845 0.1397 0.207
H -1.597495 -2.354218 -0.077869 -0.0129 0.0303 0.0696 0.228
C -1.397699 -0.269277 0.254721 0.3274 -0.6333 0.1198 -0.236
H -0.815570 -0.461350 1.158363 0.0866 -0.1782 -0.1542 0.232
H -0.692761 -0.087501 -0.574758 -0.0667 -0.0290 0.0654 0.177
H -5.166175 1.214966 -0.869109 -0.0266 0.0274 0.0616 0.216
H -3.297639 2.431127 -0.192367 -0.0726 -0.0625 -0.2519 0.246
H -2.569604 1.419563 -1.470311 0.0403 0.0460 -0.0011 0.176
H 1.375639 1.650907 2.011657 0.0829 -0.1285 0.1113 0.246
H 3.764667 1.814067 1.772842 0.0927 -0.0546 0.1181 0.407
H 4.080297 -1.077721 1.979770 0.0488 -0.0497 0.1642 0.240
H 2.351566 -2.817974 2.233730 -0.0185 -0.0698 0.0744 0.228